[1]
The following is a quantum chemistry calculation of C51H42IrNO2S3 as an isolated structure, from OMol25.

As for the total charge: +3. The calculation puts the LUMO energy (spin up / spin down) at -0.33071 / -0.42429 hartree. The value obtained for the HOMO-LUMO gap (spin up / spin down) is 6.31 / 3.76 eV. The HOMO energy (spin up / spin down) comes out at -15.31 / -15.31 eV. Its multiplicity is 2.

Cartesian coordinates (Å):
Ir1 0.5580 -0.3302 -0.1245
C1 -6.6582 -2.7439 -4.2684
C2 -5.2742 -2.3093 -3.9008
C3 -4.4733 -3.0920 -3.0598
C4 -3.1959 -2.7047 -2.7151
C5 -2.7142 -1.4955 -3.2169
C6 -3.4989 -0.6780 -4.0374
C7 -4.7679 -1.0999 -4.3817
S1 -1.1463 -0.8483 -2.8675
O1 -0.9071 -1.1175 -1.3580
C8 0.1264 -1.8994 -3.5949
C9 0.5734 -1.4724 -4.8340
C10 1.7132 -2.0336 -5.4098
C11 2.4360 -2.9876 -4.7013
C12 3.6396 -3.5258 -5.2383
C13 4.3675 -4.5043 -4.5499
C14 3.9000 -4.9650 -3.3394
C15 2.7025 -4.4619 -2.7943
C16 1.9555 -3.4593 -3.4531
C17 0.7546 -2.9496 -2.8991
C18 0.1084 -3.7346 -1.7947
C19 -0.6953 -4.8213 -2.2627
C20 -0.9602 -5.0425 -3.6458
C21 -1.7436 -6.0782 -4.0459
C22 -2.3156 -6.9668 -3.1008
C23 -2.0793 -6.7909 -1.7749
C24 -1.2647 -5.7208 -1.3224
C25 -0.9911 -5.5504 0.0506
C26 -0.2156 -4.5205 0.4910
C27 0.3156 -3.5962 -0.4362
S2 1.3969 -2.3207 0.2080
O2 2.7337 -2.5238 -0.3276
C28 1.3876 -2.4909 1.9479
C29 0.1955 -2.4295 2.6675
C30 0.2509 -2.4980 4.0451
C31 1.4738 -2.5830 4.7151
C32 1.5318 -2.6399 6.2114
C33 2.6505 -2.6198 3.9637
C34 2.6238 -2.5828 2.5801
H1 -6.9077 -3.7115 -3.8403
H2 -6.7630 -2.8046 -5.3526
H3 -7.3884 -2.0121 -3.9192
H4 -4.8684 -4.0210 -2.6692
H5 -2.5963 -3.3114 -2.0521
H6 -3.1250 0.2752 -4.3906
H7 -5.3841 -0.4764 -5.0165
H8 0.0468 -0.6763 -5.3488
H9 2.0506 -1.7000 -6.3832
H10 3.9836 -3.1660 -6.2006
H11 5.2824 -4.9002 -4.9690
H12 4.4501 -5.7247 -2.8005
H13 2.3590 -4.8452 -1.8435
H14 -0.5439 -4.3891 -4.4020
H15 -1.9291 -6.2286 -5.1011
H16 -2.9327 -7.7879 -3.4394
H17 -2.5026 -7.4655 -1.0420
H18 -1.3947 -6.2598 0.7617
H19 0.0040 -4.4288 1.5421
H20 -0.7637 -2.3611 2.1647
H21 -0.6692 -2.4797 4.6156
H22 0.5401 -2.5905 6.6554
H23 2.1262 -1.8109 6.5988
H24 2.0111 -3.5614 6.5441
H25 3.6035 -2.6979 4.4721
H26 3.5341 -2.6301 1.9979
C35 -2.7833 0.3803 4.2220
C36 -1.7406 0.9287 5.1954
C37 -2.1471 2.3550 5.6019
C38 -1.7191 0.0310 6.4412
C39 -0.3498 0.9831 4.5725
C40 0.7433 1.4047 5.3621
C41 2.0174 1.5334 4.8616
C42 2.2251 1.2148 3.5190
S3 3.6755 1.3605 2.5790
C43 2.8381 0.8215 1.2071
N1 1.5746 0.5143 1.4200
C44 1.1738 0.7650 2.7313
C45 -0.1172 0.6615 3.2493
C46 3.2763 0.7172 -0.1650
C47 4.5094 1.1196 -0.6574
C48 4.7422 1.0856 -2.0237
C49 3.7351 0.6719 -2.8805
C50 2.4986 0.2541 -2.3906
C51 2.2695 0.2574 -1.0312
H27 -3.7517 0.3364 4.7190
H28 -2.5367 -0.6338 3.8931
H29 -2.8992 1.0195 3.3442
H30 -3.1439 2.3393 6.0432
H31 -2.1648 3.0203 4.7373
H32 -1.4634 2.7755 6.3394
H33 -2.7118 0.0121 6.8910
H34 -1.0241 0.3890 7.1998
H35 -1.4453 -0.9956 6.1849
H36 0.5745 1.6669 6.3976
H37 2.8247 1.8905 5.4865
H38 -0.9293 0.3373 2.6099
H39 5.2739 1.4812 0.0195
H40 5.6956 1.4090 -2.4168
H41 3.9051 0.6849 -3.9499
H42 1.7334 -0.0551 -3.0844

=====

[2]
The following is a quantum chemistry calculation of a 4-piece molecular cluster, C51H43BN3O9 overall at a distorted geometry, from OMol25.

As for the total charge: -1. The calculation puts the LUMO energy at 0.00271 hartree. The value obtained for the HOMO-LUMO gap is 5.16 eV. The HOMO energy comes out at -5.09 eV. Its multiplicity is 1.

Cartesian coordinates (Å):
C1 -2.3075 4.9747 2.8224
C2 -3.4915 4.0510 3.1644
O1 -2.9786 2.8227 3.5955
C3 -3.7942 1.6920 3.3026
C4 -3.9790 0.7597 4.4975
O2 -3.2692 -0.4352 4.4276
B1 -1.7880 -0.4045 4.6211
C5 -1.4321 -1.7307 5.5318
C6 0.0008 -2.0359 5.7656
N1 0.9524 -1.2000 5.6964
C7 -1.0629 -0.5335 3.1464
C8 -1.5893 -1.6794 2.3128
N2 -1.3641 -1.4609 0.8461
O3 -1.2697 0.8999 5.2129
C9 -1.2884 0.9968 6.4712
N3 -1.3031 1.0785 7.6421
H1 -2.1917 5.0165 1.7473
H2 -2.4358 5.9705 3.2277
H3 -1.4036 4.5462 3.2343
H4 -4.0615 4.5369 3.9559
H5 -4.0981 3.9542 2.2679
H6 -4.7834 2.0675 3.0325
H7 -3.4227 1.1399 2.4416
H8 -5.0370 0.4826 4.4742
H9 -3.8410 1.3107 5.4279
H10 -1.9789 -1.7367 6.4730
H11 -1.8291 -2.5835 4.9808
H12 0.2296 -3.0748 6.0371
H13 1.8246 -1.6787 5.9045
H14 0.0156 -0.6485 3.2247
H15 -1.2396 0.3900 2.5828
H16 -1.0475 -2.5852 2.5858
H17 -2.6491 -1.8633 2.4537
H18 -0.9318 -2.2923 0.4667
H19 -0.6377 -0.7585 0.7706
C10 3.7161 -6.5023 -1.4344
C11 2.5883 -6.1296 -0.7097
C12 2.4593 -4.8334 -0.2424
C13 3.4630 -3.9061 -0.4888
C14 4.6045 -4.2848 -1.1981
C15 4.7218 -5.5834 -1.6777
C16 5.7126 -3.3170 -1.4357
O4 6.7026 -3.6446 -2.0589
C17 5.5765 -1.9408 -0.8829
C18 6.6192 -1.0369 -1.0442
C19 6.5017 0.2490 -0.5454
C20 5.3382 0.6431 0.1088
C21 4.2976 -0.2541 0.2766
C22 4.4163 -1.5494 -0.2108
C23 3.2985 -2.5098 0.0068
O5 2.2863 -2.1671 0.5738
H20 3.8106 -7.5144 -1.8055
H21 1.8083 -6.8526 -0.5114
H22 1.5829 -4.5369 0.3172
H23 5.6020 -5.8698 -2.2360
H24 7.5201 -1.3445 -1.5568
H25 7.3160 0.9517 -0.6678
H26 5.2472 1.6515 0.4898
H27 3.3933 0.0447 0.7889
C24 -5.0646 -0.3883 0.3834
C25 -5.9457 -0.6528 1.4250
C26 -6.8300 -1.7148 1.3365
C27 -6.8449 -2.5114 0.1997
C28 -5.9700 -2.2328 -0.8575
C29 -5.0746 -1.1769 -0.7542
C30 -5.9951 -3.0449 -2.1022
O6 -5.2394 -2.8150 -3.0240
C31 -6.9877 -4.1556 -2.1995
C32 -7.0663 -4.8945 -3.3730
C33 -7.9721 -5.9356 -3.4758
C34 -8.7999 -6.2491 -2.4025
C35 -8.7289 -5.5129 -1.2329
C36 -7.8295 -4.4594 -1.1296
C37 -7.7891 -3.6566 0.1279
O7 -8.5165 -3.9363 1.0591
H28 -4.3652 0.4325 0.4627
H29 -5.9369 -0.0310 2.3105
H30 -7.5109 -1.9273 2.1484
H31 -4.3885 -0.9737 -1.5635
H32 -6.4182 -4.6492 -4.2027
H33 -8.0343 -6.5072 -4.3927
H34 -9.5032 -7.0678 -2.4819
H35 -9.3721 -5.7494 -0.3970
C38 5.9988 8.4710 -1.8693
C39 5.4990 9.0496 -3.0314
C40 5.0770 8.2507 -4.0798
C41 5.1619 6.8685 -3.9758
C42 5.6831 6.2887 -2.8171
C43 6.0915 7.0945 -1.7624
C44 5.8240 4.8100 -2.6996
O8 6.2730 4.3056 -1.6914
C45 5.4062 3.9703 -3.8558
C46 5.5762 2.5949 -3.7867
C47 5.1812 1.7942 -4.8437
C48 4.6071 2.3662 -5.9745
C49 4.4400 3.7385 -6.0519
C50 4.8452 4.5465 -4.9975
C51 4.6859 6.0231 -5.1074
O9 4.1865 6.5264 -6.0920
H36 6.3197 9.0973 -1.0476
H37 5.4370 10.1264 -3.1165
H38 4.6824 8.6956 -4.9823
H39 6.4827 6.6403 -0.8629
H40 6.0181 2.1528 -2.9045
H41 5.3176 0.7224 -4.7874
H42 4.2921 1.7386 -6.7973
H43 3.9972 4.1870 -6.9299